Entry 1:
Entry from the OMol25 dataset: a 8-piece molecular cluster, C32H83ClN5O16 overall at a distorted geometry (the ωB97M-V functional and the def2-TZVPD basis).

The geometry in XYZ format:
```
137
Properties=species:S:1:pos:R:3:forces:R:3
Cl 0.276712 0.708658 -1.610236 -0.7 -0.7 -0.2
O 0.218052 0.322979 -0.220496 0.2 0.3 0.2
O 1.628892 0.730082 -2.073288 0.9 0.8 0.2
O -0.402348 -0.285249 -2.394339 -0.8 -0.5 -0.3
O -0.396013 1.976781 -1.802541 0.5 0.2 0.1
C 1.297958 1.250617 6.699105 0.0 0.4 0.9
O 0.743769 1.398318 5.425077 -0.4 0.5 -0.1
C 1.694509 1.904999 4.506423 2.2 -1.7 0.5
C 1.483647 1.362115 3.128358 -1.9 -0.1 -1.2
N 0.101903 1.618207 2.657195 0.2 0.0 -0.6
C -0.065003 2.873012 1.902701 1.3 0.2 1.3
C 0.153195 4.123115 2.767512 -0.7 0.0 0.2
O -0.536980 4.014194 4.000249 -0.3 -0.1 0.0
C -0.299166 5.108415 4.813389 0.8 0.1 1.8
H 1.928302 2.115019 6.938374 0.3 -0.2 0.0
H 1.848422 0.315026 6.858862 0.3 0.0 -0.5
H 0.549466 1.242334 7.497662 -0.5 0.0 -0.5
H 2.643418 1.432998 4.825892 0.2 0.2 -0.2
H 1.965185 2.964622 4.524459 -1.0 0.3 0.3
H 1.551046 0.271257 3.086134 0.3 0.0 0.6
H 2.207421 1.697016 2.368587 0.3 0.4 0.4
H -0.040742 0.886266 1.967957 -0.4 0.1 0.0
H -1.055632 2.915976 1.462195 0.1 -0.2 -0.3
H 0.786221 2.945859 1.210610 -0.6 0.0 -0.9
H -0.258672 5.009381 2.262314 0.3 -0.1 -0.3
H 1.220539 4.304564 2.956132 0.0 -0.1 0.0
H -0.666437 4.976626 5.841358 -0.7 -0.5 -0.4
H -0.703033 6.076184 4.496434 0.2 -0.1 -0.5
H 0.772928 5.173988 5.076304 0.1 0.4 -0.7
C 5.721944 -2.947562 -2.040476 0.7 -0.4 -0.1
O 5.092728 -2.496044 -0.869955 -0.3 -0.2 0.2
C 4.465741 -1.262664 -1.106505 -0.5 1.9 -0.3
C 3.956937 -0.594052 0.167810 -0.3 -0.4 0.9
N 4.949669 -0.207480 1.172716 0.1 0.1 0.3
C 6.043980 0.659354 0.715576 -0.6 -1.0 -1.5
C 5.564340 1.873266 -0.094779 0.3 -0.6 0.5
O 6.695715 2.696232 -0.249606 0.9 0.5 0.1
C 6.465375 3.768808 -1.123555 -1.2 -0.2 -1.0
H 5.036277 -2.908618 -2.891115 0.2 0.2 -0.1
H 6.082694 -3.977170 -1.953359 -0.5 -0.1 0.5
H 6.663951 -2.403001 -2.203722 -0.4 0.4 -0.4
H 3.623221 -1.252455 -1.811292 -0.1 -0.8 0.1
H 5.150881 -0.566656 -1.614275 0.4 -0.1 0.1
H 3.302770 -1.286068 0.709564 0.0 -0.3 -0.2
H 3.268552 0.239181 0.014365 0.3 0.1 -0.7
H 5.378030 -1.084040 1.452771 0.1 0.2 0.3
H 6.603692 0.053114 -0.011643 0.6 0.3 0.1
H 6.693132 0.910465 1.549306 -0.1 0.3 0.0
H 4.729271 2.375142 0.409259 0.1 0.2 0.0
H 5.235320 1.557653 -1.090676 -0.3 -0.1 0.1
H 5.487066 4.185627 -0.855890 0.2 0.6 -0.1
H 6.362767 3.452011 -2.176370 -0.2 -0.4 0.2
H 7.250797 4.516398 -1.216929 0.2 -0.1 1.0
C -1.513177 -2.845112 0.313668 0.7 0.4 -0.3
O -0.994148 -3.582922 1.405646 -0.5 0.0 0.0
C 0.330878 -3.197035 1.686606 0.3 -0.7 -0.1
C 0.924036 -4.182386 2.673362 -0.9 0.8 1.7
N 0.452279 -3.803210 4.033983 0.6 -0.9 0.0
C 1.281564 -4.460796 5.055033 -0.2 1.2 0.0
C 0.741213 -4.114500 6.456824 -0.2 -0.7 -0.9
O -0.667580 -4.271262 6.415238 -0.2 -0.4 0.8
C -1.190567 -4.063266 7.713888 0.3 0.8 0.0
H -2.573741 -2.997464 0.127121 0.0 -0.5 0.4
H -0.925296 -3.130236 -0.564049 -0.2 0.1 -0.3
H -1.392686 -1.766062 0.445777 0.1 0.1 0.1
H 0.331792 -2.194308 2.123366 0.2 0.2 -0.1
H 0.956285 -3.214032 0.784704 -0.2 0.2 -0.2
H 2.021081 -4.204744 2.688305 0.1 0.0 -0.5
H 0.513765 -5.181178 2.520832 0.2 -0.1 -0.4
H 0.570458 -2.807933 4.191230 -0.1 0.1 -0.3
H 2.307372 -4.078919 4.928530 0.2 -0.2 0.5
H 1.359242 -5.537442 4.903995 -0.5 -0.1 0.0
H 0.990743 -3.101350 6.786121 0.1 0.2 -0.2
H 1.158270 -4.820602 7.183647 0.1 0.1 0.1
H -2.214363 -4.402069 7.854970 0.0 -0.4 -0.5
H -1.218132 -2.984481 7.912563 0.1 0.1 0.1
H -0.542183 -4.516191 8.469185 -0.1 -0.2 0.1
C 3.444156 -4.517036 -6.795054 -0.2 0.6 -0.1
O 2.951787 -3.575748 -5.875747 0.5 0.1 0.5
C 1.687003 -3.041584 -6.208491 0.1 -0.5 -0.8
C 1.292259 -1.982324 -5.178505 -0.3 0.0 -1.3
N -0.161049 -1.783028 -5.278692 -0.5 0.8 0.5
C -0.649666 -0.756271 -6.207253 0.2 0.5 -0.3
C -0.329140 0.715070 -5.846230 0.4 -1.3 0.0
O 1.045562 0.892403 -6.127479 0.2 0.4 0.2
C 1.544807 2.117082 -5.621461 -0.9 0.4 -0.8
H 2.705959 -5.319803 -6.868281 0.3 -0.3 -0.3
H 4.427002 -4.867217 -6.484799 -0.2 -0.2 0.5
H 3.638055 -4.048555 -7.769235 -0.4 -0.1 -0.2
H 0.937143 -3.835873 -6.348051 -0.1 -0.2 0.9
H 1.717171 -2.688868 -7.253218 0.2 0.7 0.2
H 1.814246 -1.058171 -5.418700 0.3 0.0 0.2
H 1.599086 -2.312282 -4.189779 -0.3 -0.1 0.1
H -0.515874 -1.403580 -4.405699 0.4 -0.6 0.5
H -1.738053 -0.860116 -6.202633 0.0 0.0 -0.3
H -0.257879 -0.924035 -7.213748 -0.2 -0.2 -0.1
H -0.519519 0.816404 -4.771283 -0.1 0.4 0.0
H -0.913783 1.427016 -6.441699 -0.2 0.0 0.1
H 2.591739 2.173234 -5.905745 0.2 -0.1 0.5
H 1.295784 2.256053 -4.566748 0.6 -0.3 0.2
H 1.043157 2.954272 -6.134737 0.0 0.0 -0.1
C -3.325774 0.744933 -0.644446 0.3 1.3 0.0
O -4.635824 0.735287 -0.079272 0.6 -1.3 -1.2
C -5.600717 0.691013 -1.129898 -0.8 0.9 1.1
C -6.670334 -0.365521 -0.850584 1.5 -1.9 -0.1
N -7.244712 -0.417308 0.481330 -1.3 1.7 -0.4
C -8.344051 0.554168 0.623991 -0.2 0.1 0.6
C -7.998423 2.046692 0.744141 0.1 -0.3 0.7
O -6.741690 2.211018 1.345403 0.3 0.1 -0.3
C -6.525387 3.549649 1.774118 -0.8 -0.6 -1.3
H -3.140049 1.751961 -1.042567 0.1 0.1 0.0
H -3.145291 0.081453 -1.491478 -0.3 -0.4 0.2
H -2.564029 0.590591 0.117764 -0.2 -0.2 0.2
H -5.219249 0.448890 -2.122754 0.5 -0.1 0.1
H -5.974110 1.720232 -1.167939 -0.5 0.0 -0.3
H -6.093156 -1.297881 -0.935576 0.1 0.1 0.1
H -7.331781 -0.494295 -1.723283 -0.6 0.7 0.2
H -7.729372 -1.284167 0.675348 0.6 -0.4 -0.3
H -8.875357 0.309239 1.549331 0.1 -0.2 0.0
H -9.092226 0.452106 -0.177882 0.0 0.1 -0.1
H -8.735046 2.471842 1.440241 -0.3 0.1 -0.2
H -8.104037 2.579882 -0.206804 0.3 0.1 -0.1
H -6.848196 4.232141 0.972793 -0.1 0.1 0.1
H -5.454321 3.708680 1.857356 -0.1 -0.1 0.7
H -7.179996 3.697710 2.638259 0.6 0.5 0.3
C -3.017455 -2.215090 -3.229218 0.9 -1.2 0.6
O -4.292588 -2.010789 -2.621614 0.1 0.0 -0.5
H -2.677792 -1.402848 -3.863011 -0.4 0.2 0.1
H -2.255253 -2.403689 -2.466715 0.0 0.6 0.2
H -2.948581 -3.162529 -3.773188 -0.5 0.2 -0.5
H -4.704748 -2.877816 -2.614873 -0.2 0.1 0.1
C -1.044393 5.177428 -1.624639 -0.1 -1.5 0.7
O -0.375050 4.980049 -2.866025 -0.1 0.8 0.1
H -1.381944 6.163004 -1.307639 0.3 0.5 -1.1
H -1.915537 4.516990 -1.627407 -0.2 0.1 0.3
H -0.396450 4.841006 -0.808386 0.0 -0.1 0.1
H -0.246551 4.021621 -2.895761 0.1 0.1 0.0
```
Forces are in eV/Å.

Its charge is -1. The LUMO energy comes out at 0.091 Eh. As for the spin multiplicity: 1. The calculation puts the orbital gap at 8.69 eV.

***

Entry 2:
Entry from the OMol25 dataset: a 12-piece molecular cluster, C32H84F6N2O14S2 overall at a distorted geometry (the ωB97M-V functional and the def2-TZVPD basis).

The geometry in XYZ format:
```
140
Properties=species:S:1:pos:R:3:forces:R:3
N 0.022920 0.982639 -1.866450 1.7 -0.1 -1.0
H 0.750870 0.803199 -2.543190 0.1 -0.4 -0.8
H 0.101500 0.190989 -1.244190 -0.3 -0.5 0.7
H -0.879540 0.943169 -2.318230 -0.8 0.6 -0.4
H 0.348930 1.834579 -1.432830 -1.0 1.1 0.5
C -2.724670 -0.922371 0.180510 -1.7 0.9 1.9
F -3.877550 -1.539141 0.622590 2.0 0.5 -1.1
F -2.961010 -0.327351 -0.993250 0.2 -0.3 0.6
F -2.473200 0.052229 1.134770 0.2 -1.8 -2.0
S -1.344890 -2.219521 -0.166250 -1.0 -1.5 -2.1
O -1.376730 -3.238241 0.861420 0.8 1.4 0.2
O -1.651250 -2.838611 -1.459690 0.4 2.2 1.2
N 0.048120 -1.168451 -0.403700 -3.6 -2.5 0.5
S 0.785000 -1.264061 0.945520 2.2 1.8 5.3
O -0.103090 -1.119751 2.092460 0.7 0.2 -1.1
O 1.730100 -2.347361 1.074170 0.4 -0.2 -0.7
C 1.869980 0.450149 0.942380 -2.7 -2.3 2.7
F 2.673990 0.489709 2.051930 -0.3 -0.3 -2.2
F 2.418880 0.474519 -0.227680 1.7 0.8 -0.7
F 1.002780 1.454639 1.088300 0.3 0.0 -0.4
C 1.616840 -7.471851 1.746670 0.1 -0.2 -0.9
C 1.066200 -6.322981 0.945120 -0.1 -0.5 1.2
C -0.287080 -6.555681 0.251160 0.1 0.2 -0.2
O 1.032240 -5.282081 1.873280 0.1 0.3 -0.4
H 2.652090 -7.357931 2.068210 0.0 0.2 -0.2
H 1.565410 -8.314451 1.057130 -0.1 -0.5 0.7
H 1.002300 -7.499091 2.646500 -0.1 -0.7 -0.2
H 1.660140 -6.021271 0.082390 1.1 0.3 -0.4
H -0.508830 -5.651331 -0.315470 -0.6 0.2 0.4
H -1.018920 -6.838851 1.007680 -0.2 0.3 -0.2
H -0.252270 -7.312541 -0.532460 0.4 -0.3 0.3
H 0.417480 -4.615981 1.557060 -0.5 1.0 -0.1
C 0.748090 -2.683971 -4.635950 0.6 -0.7 -0.3
C 0.898170 -3.156041 -3.205600 0.0 -0.4 -0.8
C 1.713260 -4.480301 -2.982730 0.5 1.0 0.0
O 1.248730 -1.896341 -2.551470 0.4 -1.8 -0.2
H -0.224680 -2.192281 -4.629180 0.1 0.1 -0.8
H 0.885980 -3.486481 -5.360570 -0.8 -0.2 -0.1
H 1.552910 -2.000451 -4.906430 -0.1 0.3 0.3
H -0.089800 -3.500381 -2.899900 -0.1 0.6 0.3
H 2.766680 -4.433181 -3.258720 0.2 0.3 0.3
H 1.340580 -5.314141 -3.577640 -0.5 0.3 -0.3
H 1.601720 -4.823811 -1.954300 0.2 0.2 0.2
H 0.580040 -1.766751 -1.874960 0.4 -0.1 0.2
C 4.589810 -3.074561 2.905400 -0.8 2.2 2.2
C 4.897090 -3.791411 1.697350 0.7 -1.6 -1.3
C 6.338870 -4.276731 1.726570 -0.8 -1.4 -1.0
O 4.016410 -4.956761 1.660380 1.1 -0.1 -0.4
H 5.271580 -2.224231 2.890470 -0.1 0.3 0.3
H 4.784680 -3.642641 3.815020 0.2 -0.2 -0.2
H 3.568990 -2.699641 2.979330 0.0 0.1 -0.2
H 4.706180 -3.253811 0.768570 -0.4 0.4 0.0
H 7.139570 -3.609441 2.045500 -0.6 0.2 0.2
H 6.566870 -4.610071 0.714150 0.3 -0.1 0.0
H 6.233450 -5.172831 2.338120 0.8 0.0 0.2
H 3.105230 -4.654541 1.663630 -0.9 0.4 -0.1
C 6.514690 3.190289 -0.959230 0.0 -0.4 0.3
C 6.584720 3.324549 0.575110 -0.5 -0.1 -0.2
C 6.205270 2.095549 1.319950 -1.3 -1.0 0.2
O 7.869340 3.567699 1.034080 1.2 1.0 -0.3
H 5.477920 3.139829 -1.291900 -0.1 -0.4 0.0
H 7.077770 2.293479 -1.217650 -0.3 -0.3 -0.1
H 6.964350 3.954129 -1.593640 0.2 0.6 0.6
H 5.881610 4.066149 0.954250 0.0 0.7 -0.3
H 6.796430 1.218099 1.057800 0.0 0.0 -0.1
H 5.145420 1.906719 1.149180 -0.1 -0.4 -0.2
H 6.255160 2.247449 2.398160 0.4 0.2 0.0
H 8.157660 4.347679 0.554390 0.6 0.2 0.2
C -1.625530 3.763979 2.907740 0.3 0.7 -0.8
C -1.576420 5.236769 2.545250 1.3 0.3 -0.6
C -0.417560 5.994519 3.125120 0.8 -0.1 1.5
O -1.288770 5.314509 1.145340 -1.3 -0.3 -1.4
H -2.552420 3.276119 2.606120 -0.4 0.3 0.9
H -1.320420 3.781469 3.954020 -0.4 -1.1 0.0
H -0.945940 3.237939 2.237270 0.8 0.1 0.5
H -2.442030 5.791329 2.907570 -0.7 -0.3 -0.7
H 0.527480 5.855649 2.600040 -0.1 -0.5 -0.1
H -0.278920 5.621819 4.139990 0.2 0.6 0.3
H -0.584200 7.071679 3.117040 -0.2 0.0 0.2
H -1.252240 6.237539 0.884020 -0.1 0.2 0.0
C 2.100550 3.692609 -2.365230 0.4 0.7 0.9
C 0.982990 4.544279 -1.592540 1.4 -0.9 -1.2
C 0.273980 5.523989 -2.514150 0.3 0.2 -0.9
O 0.072740 3.588109 -1.098140 -0.6 -0.2 0.0
H 1.832500 3.183369 -3.290930 -0.7 0.3 0.0
H 2.558220 2.929589 -1.735600 -0.6 -0.3 0.5
H 3.023130 4.221009 -2.605530 -0.3 0.8 -0.2
H 1.365300 5.003529 -0.680930 0.7 0.4 -0.4
H -0.484130 6.198389 -2.115970 0.0 -0.3 0.7
H -0.214790 4.950859 -3.302010 0.0 -0.1 0.0
H 0.972910 6.186239 -3.025060 0.3 -0.1 0.1
H -0.451530 4.121549 -0.496320 -0.8 -0.4 0.7
C -6.718410 -5.022051 -0.642410 -0.9 -1.4 0.7
C -6.190930 -3.850171 -1.344900 -0.9 -0.8 -0.6
C -4.853190 -4.208371 -1.928190 1.8 1.5 -0.1
O -7.067090 -3.580151 -2.448760 -0.1 0.6 0.5
H -6.161690 -5.125131 0.289010 0.3 -0.5 -0.1
H -6.642600 -5.897181 -1.287780 -0.1 -0.3 0.3
H -7.748070 -4.877071 -0.315470 -0.2 0.0 -0.3
H -6.300100 -3.133631 -0.530810 0.9 1.2 -0.6
H -4.884120 -4.448041 -2.991060 -0.6 -0.5 0.2
H -4.272020 -4.963511 -1.398940 -0.3 -0.1 0.1
H -4.209600 -3.329071 -1.955120 0.3 0.2 0.2
H -6.698600 -2.802141 -2.873640 -0.2 0.1 -0.3
C 0.161440 0.678449 4.825230 0.4 -0.1 0.2
C 0.426820 1.420619 6.127460 1.2 -0.4 0.1
C 1.145700 2.797389 5.977580 -1.6 0.3 -0.1
O -0.737800 1.417119 6.948550 0.4 0.4 0.0
H 1.140800 0.468609 4.395200 0.0 0.3 -0.5
H -0.491030 1.182199 4.112060 0.1 0.0 0.0
H -0.212930 -0.322321 5.040680 -0.4 0.2 0.1
H 1.136760 0.770629 6.638930 0.3 -0.1 0.1
H 1.889950 3.116449 6.707230 0.5 -0.9 -0.1
H 0.415420 3.580319 6.182100 -0.5 0.0 -0.4
H 1.467910 2.915179 4.942970 0.4 0.1 0.2
H -0.348750 1.225109 7.804920 -0.7 0.1 0.4
C -3.541930 1.953039 -5.167640 -0.8 0.8 -1.2
C -2.187500 1.393239 -4.849950 1.6 3.1 0.0
C -1.142120 2.603039 -4.806900 -0.2 -1.0 0.6
O -2.289360 0.859099 -3.529320 0.2 -0.6 -0.6
H -4.332020 1.249679 -5.430580 0.2 -0.5 0.0
H -3.456250 2.630409 -6.017300 -0.1 -0.1 -0.2
H -3.973430 2.562539 -4.373650 0.5 0.0 0.3
H -1.815240 0.648039 -5.552950 -0.2 -0.1 0.0
H -0.838850 3.057349 -5.750150 -0.5 -0.3 -0.2
H -0.205700 2.286839 -4.347300 0.1 -0.4 0.0
H -1.483390 3.400449 -4.146770 -0.5 -0.1 -0.1
H -3.049550 0.319899 -3.759520 -0.3 -0.8 1.4
C -5.579980 1.857489 0.760470 -0.7 0.2 -1.3
C -5.336760 3.133889 -0.070560 1.4 -0.7 1.2
C -3.816620 3.105509 -0.421780 -0.6 1.4 0.0
O -6.130470 3.267179 -1.239930 0.4 -0.4 0.4
H -5.288150 1.051479 0.087190 0.1 -0.5 0.5
H -6.640990 1.737549 0.979500 -0.1 0.0 0.1
H -5.043970 1.898849 1.708670 0.2 -0.2 -0.2
H -5.587820 3.920839 0.640620 0.4 0.7 -0.3
H -3.533400 2.308109 -1.108830 -0.3 -0.1 0.0
H -3.187010 3.069289 0.467260 -0.3 -0.4 0.2
H -3.506790 4.061879 -0.843050 -0.1 0.0 -0.5
H -7.032990 3.186489 -0.922820 -0.3 0.0 -0.3
```
Forces are in eV/Å.

Its charge is +1. The LUMO energy (alpha / beta) comes out at -0.058 / -0.310 Eh. As for the spin multiplicity: 2. As for the expectation value of S²: 0.7560. The calculation puts the orbital gap (alpha / beta) at 10.10 / 3.23 eV.

***

Calculated calculated total energy, -3206.2987; -3827.5076 hartree (same order as the records).